Entry 1:
C30H43BiF5P2 as an isolated structure in a non-equilibrium geometry, computed with ωB97M-V with the def2-TZVPD basis set.

Calculated values
* net charge: +1
* energy relative to the best compared isomer or geometry (same formula, charge and spin): 0.000 eV
* strongest force on any atom: 5.91 eV/Å

Positions of all 81 atoms, in Å:
1 Bi -1.151 1.647 -2.221
2 C -0.366 -2.683 2.877
3 C 0.962 -2.797 2.382
4 C 1.001 -1.408 4.212
5 C -0.341 -1.816 4.002
6 C 1.806 -2.003 3.207
7 C -1.573 -3.349 2.346
8 H -1.332 -3.957 1.466
9 H -2.345 -2.617 2.060
10 H -2.023 -4.012 3.102
11 C -1.501 -1.401 4.814
12 H -2.366 -2.043 4.614
13 H -1.793 -0.363 4.591
14 H -1.269 -1.449 5.887
15 C 1.465 -0.512 5.289
16 H 0.974 -0.756 6.241
17 H 1.229 0.539 5.059
18 H 2.549 -0.592 5.422
19 C 3.261 -1.807 3.047
20 H 3.755 -1.771 4.027
21 H 3.486 -0.859 2.531
22 H 3.703 -2.621 2.462
23 C 1.391 -3.631 1.241
24 H 1.528 -4.684 1.536
25 H 2.346 -3.276 0.835
26 H 0.644 -3.614 0.435
27 C -1.667 1.001 -4.225
28 C -2.230 -0.414 -4.039
29 C -1.398 -1.480 -4.834
30 C -0.251 -1.957 -3.918
31 C -0.365 -1.176 -2.570
32 C 0.357 0.174 -2.624
33 C 0.863 0.675 -3.998
34 C -0.296 1.133 -4.919
35 H -1.028 -1.100 -5.789
36 H 0.730 -1.852 -4.389
37 H -2.046 -2.325 -5.107
38 H -0.256 0.595 -5.875
39 H -2.421 1.687 -4.638
40 H -3.290 -0.422 -4.335
41 H -0.146 2.191 -5.186
42 H 1.542 1.526 -3.833
43 H 1.118 0.286 -1.837
44 H 1.482 -0.082 -4.498
45 H -0.356 -3.033 -3.722
46 H 0.032 -1.755 -1.722
47 P -2.226 -1.376 -2.429
48 P 3.207 2.112 0.193
49 C 0.884 3.097 -1.396
50 C 2.366 2.907 -1.318
51 H 0.415 3.413 -0.455
52 H 0.609 3.789 -2.211
53 H 2.715 2.274 -2.152
54 H 2.881 3.882 -1.387
55 C 2.761 3.308 1.509
56 H 3.529 3.247 2.290
57 H 1.802 3.014 1.951
58 H 2.697 4.336 1.133
59 C 4.926 2.682 -0.119
60 H 4.948 3.704 -0.519
61 H 5.393 1.991 -0.835
62 H 5.479 2.635 0.829
63 C -3.032 -0.721 -0.990
64 H -2.765 -1.336 -0.115
65 H -4.121 -0.759 -1.152
66 H -2.770 0.321 -0.747
67 C -2.823 -3.059 -2.599
68 H -2.624 -3.610 -1.667
69 H -2.387 -3.620 -3.435
70 H -3.914 -3.016 -2.738
71 F 0.018 0.708 1.090
72 C -0.964 1.651 1.260
73 C -1.769 2.031 0.204
74 C -2.831 2.875 0.451
75 F -3.695 3.212 -0.548
76 C -3.059 3.412 1.724
77 F -4.092 4.249 1.939
78 C -2.194 3.084 2.767
79 F -2.358 3.631 3.988
80 C -1.144 2.197 2.536
81 F -0.274 1.903 3.540

Mulliken atomic charge list, values in e, 2 entries: 0.85 0.45

Entry 2:
C30H43BrCdN2P2S as an isolated structure in a non-equilibrium geometry, computed with ωB97M-V with the def2-TZVPD basis set.

Calculated values
* net charge: +2
* energy relative to the best compared isomer or geometry (same formula, charge and spin): 0.000 eV
* strongest force on any atom: 5.04 eV/Å

Positions of all 80 atoms, in Å:
1 C -0.709 5.186 -3.519
2 C -1.017 3.889 -3.969
3 C -1.213 3.687 -5.345
4 C -1.084 4.781 -6.208
5 N -0.758 5.985 -5.763
6 C -0.578 6.198 -4.463
7 C -1.182 2.824 -3.033
8 C -1.473 2.590 -1.805
9 C -1.822 2.695 -0.444
10 C -0.819 2.445 0.519
11 C -1.161 1.864 1.738
12 C -2.524 1.601 2.042
13 C -3.501 2.263 1.277
14 C -3.160 2.713 0.007
15 Cd -1.233 0.736 -2.747
16 P 2.346 -1.109 0.977
17 H -1.494 2.713 -5.754
18 H -0.575 5.442 -2.474
19 H -1.241 4.658 -7.281
20 H -0.310 7.213 -4.175
21 H -3.936 3.023 -0.689
22 H 0.213 2.637 0.240
23 H -4.529 2.301 1.627
24 H -0.375 1.522 2.432
25 C 2.326 -2.677 1.968
26 C 3.271 -3.811 1.569
27 H 1.277 -3.014 1.894
28 H 2.491 -2.367 3.013
29 H 3.128 -4.637 2.281
30 H 3.051 -4.193 0.561
31 H 4.328 -3.512 1.609
32 C 3.062 -1.621 -0.655
33 C 3.370 -0.419 -1.543
34 H 2.309 -2.275 -1.124
35 H 3.967 -2.217 -0.461
36 H 3.717 -0.773 -2.520
37 H 2.480 0.209 -1.692
38 H 4.140 0.220 -1.107
39 C 3.812 -0.233 1.749
40 C 5.167 -0.948 1.722
41 H 3.490 -0.010 2.784
42 H 3.865 0.735 1.219
43 H 5.931 -0.224 2.044
44 H 5.191 -1.797 2.422
45 H 5.439 -1.290 0.710
46 Br -3.018 0.326 3.245
47 P -1.888 -1.463 -2.446
48 C -0.232 -2.258 -2.092
49 C -0.174 -3.800 -2.013
50 H 0.137 -1.840 -1.135
51 H 0.444 -1.883 -2.886
52 H 0.884 -4.086 -1.873
53 H -0.749 -4.189 -1.150
54 H -0.545 -4.281 -2.930
55 C -2.376 -1.026 -0.679
56 C -3.350 -2.094 -0.154
57 H -2.871 -0.037 -0.666
58 H -1.480 -0.923 -0.028
59 H -3.562 -1.873 0.900
60 H -4.279 -2.016 -0.744
61 H -2.949 -3.117 -0.242
62 C -2.597 -0.877 -4.184
63 C -3.408 -1.769 -5.116
64 H -1.676 -0.599 -4.720
65 H -3.221 0.008 -4.033
66 H -3.415 -1.247 -6.083
67 H -2.977 -2.762 -5.239
68 H -4.464 -1.817 -4.799
69 S 1.445 1.164 4.028
70 C 0.844 0.546 5.457
71 N -0.480 0.151 5.581
72 C -1.000 -0.372 6.734
73 C -0.206 -0.489 7.863
74 C 1.137 -0.072 7.791
75 C 1.651 0.433 6.607
76 H -1.081 0.244 4.751
77 H -2.051 -0.660 6.687
78 H -0.631 -0.911 8.775
79 H 1.781 -0.163 8.661
80 H 2.682 0.748 6.497

Mulliken atomic charge list, values in e, 2 entries: -0.44 1.34

Entry 3:
C30H43F5LuP2 as an isolated structure in a non-equilibrium geometry, computed with ωB97M-V with the def2-TZVPD basis set.

Calculated values
* net charge: +1
* energy relative to the best compared isomer or geometry (same formula, charge and spin): 6.271 eV
* strongest force on any atom: 4.83 eV/Å

Positions of all 81 atoms, in Å:
1 Lu -1.219 1.476 -3.910
2 C -0.891 -1.786 0.556
3 C 0.448 -1.939 0.103
4 C 0.471 -0.575 1.957
5 C -0.874 -0.933 1.694
6 C 1.291 -1.195 0.975
7 C -2.094 -2.451 0.008
8 H -1.945 -2.753 -1.036
9 H -2.963 -1.781 0.047
10 H -2.350 -3.356 0.586
11 C -2.037 -0.515 2.505
12 H -2.968 -0.899 2.074
13 H -2.108 0.582 2.554
14 H -1.959 -0.887 3.539
15 C 0.956 0.245 3.085
16 H 1.351 -0.383 3.900
17 H 0.143 0.853 3.498
18 H 1.764 0.915 2.766
19 C 2.760 -1.097 0.907
20 H 3.225 -1.478 1.831
21 H 3.081 -0.046 0.772
22 H 3.149 -1.679 0.060
23 C 0.922 -2.753 -1.039
24 H 1.711 -3.449 -0.718
25 H 1.347 -2.122 -1.838
26 H 0.106 -3.342 -1.476
27 C -2.528 1.450 -5.580
28 C -2.429 -0.061 -5.392
29 C -1.468 -0.767 -6.392
30 C 0.034 -0.635 -6.042
31 C 0.368 0.425 -4.997
32 C 0.383 1.796 -5.315
33 C -0.249 2.345 -6.584
34 C -1.804 2.148 -6.709
35 H -1.642 -0.376 -7.407
36 H 0.589 -0.447 -6.977
37 H -1.722 -1.837 -6.456
38 H -2.027 1.698 -7.690
39 H -3.552 1.821 -5.431
40 H -3.451 -0.431 -5.591
41 H -2.245 3.154 -6.792
42 H -0.044 3.431 -6.625
43 H 1.144 2.445 -4.858
44 H 0.252 1.948 -7.488
45 H 0.410 -1.610 -5.678
46 H 0.960 0.052 -4.143
47 P -2.478 -1.056 -3.588
48 P 3.093 1.935 -0.767
49 C 0.515 2.584 -1.853
50 C 1.878 3.173 -1.408
51 H 0.411 2.864 -2.937
52 H 0.511 1.479 -1.762
53 H 2.364 3.680 -2.256
54 H 1.692 3.917 -0.624
55 C 4.340 3.166 -0.192
56 H 5.074 2.635 0.425
57 H 3.837 3.922 0.424
58 H 4.850 3.648 -1.034
59 C 3.867 1.442 -2.368
60 H 4.256 2.324 -2.898
61 H 3.134 0.919 -2.994
62 H 4.697 0.750 -2.157
63 C -4.260 -1.300 -3.280
64 H -4.378 -2.055 -2.486
65 H -4.749 -1.642 -4.203
66 H -4.707 -0.352 -2.947
67 C -1.920 -2.760 -3.926
68 H -0.820 -2.801 -3.927
69 H -2.309 -3.119 -4.888
70 H -2.297 -3.414 -3.124
71 F 0.196 2.791 1.054
72 C -0.833 3.230 0.264
73 C -0.695 3.149 -1.134
74 C -1.809 3.582 -1.853
75 F -1.785 3.523 -3.327
76 C -2.968 4.088 -1.302
77 F -3.963 4.541 -2.096
78 C -3.101 4.077 0.089
79 F -4.281 4.439 0.654
80 C -2.019 3.636 0.872
81 F -2.171 3.518 2.220

Mulliken atomic charge list, values in e, 2 entries: 0.50 0.30

Entry 4:
C30H43GeN5O3SSiSr as an isolated structure in a non-equilibrium geometry, computed with ωB97M-V with the def2-TZVPD basis set.

Calculated values
* net charge: -2
* energy relative to the best compared isomer or geometry (same formula, charge and spin): 1.369 eV
* strongest force on any atom: 2.18 eV/Å

Positions of all 85 atoms, in Å:
1 Sr -0.633 -0.600 -0.244
2 N 0.331 1.354 -4.653
3 C 0.445 1.515 -3.282
4 S 1.922 1.204 -2.522
5 N -0.685 1.987 -2.733
6 N -0.699 1.830 -1.389
7 C -1.527 2.547 -0.728
8 C -1.712 2.347 0.722
9 C -2.629 3.125 1.430
10 C -2.787 2.926 2.786
11 C -2.012 1.973 3.427
12 C -1.118 1.247 2.658
13 N -0.972 1.421 1.351
14 H 1.043 0.751 -5.033
15 H -0.613 1.146 -4.947
16 H -2.138 3.311 -1.212
17 H -3.219 3.863 0.902
18 H -3.518 3.503 3.340
19 H -2.107 1.773 4.486
20 H -0.462 0.501 3.098
21 N -0.605 -2.316 1.776
22 C -1.784 -2.408 2.642
23 C -3.075 -2.493 1.815
24 C -3.387 -1.142 1.138
25 O -4.031 -0.306 1.781
26 O -2.893 -0.988 -0.028
27 H -0.346 -3.232 1.428
28 H 0.237 -1.883 2.183
29 H -1.832 -1.502 3.253
30 H -1.728 -3.258 3.336
31 H -3.913 -2.748 2.468
32 H -2.951 -3.269 1.056
33 C 4.859 -0.592 4.081
34 C 3.395 -0.527 3.644
35 C 2.568 -1.492 4.497
36 C 2.883 0.898 3.885
37 Si 3.064 -0.940 1.795
38 O 1.518 -0.757 1.499
39 C 3.638 -2.729 1.461
40 C 4.850 -3.311 1.844
41 C 5.167 -4.624 1.518
42 C 4.274 -5.394 0.785
43 C 3.072 -4.836 0.376
44 C 2.764 -3.524 0.713
45 C 4.198 0.177 0.774
46 C 3.806 1.500 0.550
47 C 4.611 2.387 -0.150
48 C 5.836 1.967 -0.650
49 C 6.235 0.651 -0.465
50 C 5.419 -0.230 0.234
51 H 4.974 -0.148 5.080
52 H 5.515 -0.046 3.398
53 H 5.219 -1.621 4.146
54 H 2.694 -1.267 5.566
55 H 2.865 -2.532 4.335
56 H 1.505 -1.412 4.257
57 H 2.896 1.124 4.961
58 H 1.862 1.020 3.516
59 H 3.508 1.640 3.383
60 H 5.577 -2.732 2.401
61 H 6.119 -5.044 1.827
62 H 4.520 -6.417 0.523
63 H 2.374 -5.412 -0.220
64 H 1.835 -3.089 0.361
65 H 2.829 1.828 0.889
66 H 4.266 3.397 -0.332
67 H 6.464 2.656 -1.203
68 H 7.174 0.304 -0.883
69 H 5.736 -1.261 0.342
70 C -0.982 -4.750 -4.401
71 Ge -1.364 -3.299 -3.080
72 C -2.287 -1.938 -4.180
73 C -2.741 -4.093 -1.906
74 C 0.071 -2.524 -2.115
75 H -1.885 -5.047 -4.943
76 H -0.577 -5.631 -3.896
77 H -0.242 -4.404 -5.127
78 H -3.178 -2.348 -4.665
79 H -1.609 -1.575 -4.957
80 H -2.587 -1.085 -3.570
81 H -3.503 -4.620 -2.487
82 H -3.218 -3.301 -1.325
83 H -2.286 -4.801 -1.207
84 H 0.775 -2.071 -2.826
85 H 0.619 -3.322 -1.590

Mulliken atomic charge list, values in e, 2 entries: 1.32 -0.55

Entry 5:
C30H43IrN4O6SbSe as an isolated structure in a non-equilibrium geometry, computed with ωB97M-V with the def2-TZVPD basis set.

Calculated values
* spin multiplicity: 6
* net charge: +2
* energy relative to the best compared isomer or geometry (same formula, charge and spin): 0.485 eV
* strongest force on any atom: 1.11 eV/Å
* ⟨S²⟩: 8.773

Positions of all 86 atoms, in Å:
1 Ir 0.429 0.792 0.498
2 C -0.869 -3.626 -4.614
3 C -0.452 -2.390 -3.858
4 C 0.782 -1.802 -4.055
5 C 1.194 -0.664 -3.342
6 C 2.442 -0.071 -3.680
7 N 2.936 0.965 -3.083
8 C 4.092 1.735 -3.546
9 C 3.677 3.176 -3.869
10 C 3.893 4.188 -2.746
11 N 3.437 3.713 -1.435
12 C 4.165 3.772 -0.358
13 C 3.746 3.443 0.949
14 C 4.643 3.692 2.008
15 C 4.293 3.522 3.328
16 C 5.273 3.735 4.453
17 C 2.971 3.149 3.570
18 C 2.055 2.860 2.564
19 C 0.681 2.584 2.930
20 N -0.195 2.123 2.127
21 C -1.589 1.977 2.560
22 C -2.513 2.321 1.395
23 C -2.813 1.141 0.492
24 N -1.649 0.717 -0.316
25 C -1.894 -0.086 -1.281
26 C -0.926 -0.647 -2.201
27 C -1.294 -1.765 -2.943
28 C 0.359 -0.087 -2.353
29 O 0.757 0.951 -1.654
30 C 2.443 2.938 1.205
31 O 1.657 2.609 0.215
32 H -0.193 -4.456 -4.407
33 H -0.855 -3.452 -5.691
34 H -1.876 -3.937 -4.340
35 H 1.460 -2.225 -4.790
36 H 3.009 -0.480 -4.513
37 H 2.344 1.317 -2.319
38 H 4.485 1.246 -4.435
39 H 4.867 1.699 -2.780
40 H 2.627 3.180 -4.171
41 H 4.246 3.527 -4.730
42 H 3.355 5.105 -2.987
43 H 4.948 4.442 -2.650
44 H 2.470 3.413 -1.287
45 H 5.175 4.153 -0.487
46 H 5.639 4.053 1.764
47 H 5.968 4.543 4.227
48 H 5.860 2.832 4.625
49 H 4.761 3.976 5.384
50 H 2.636 3.078 4.601
51 H 0.385 2.836 3.951
52 H -1.789 2.626 3.414
53 H -1.738 0.942 2.879
54 H -2.060 3.122 0.806
55 H -3.458 2.703 1.780
56 H -3.636 1.396 -0.178
57 H -3.129 0.286 1.098
58 H -2.934 -0.363 -1.467
59 H -2.287 -2.177 -2.787
60 C -5.102 -1.944 2.701
61 C -3.854 -2.815 2.829
62 Sb -2.612 -2.855 1.091
63 C -4.338 -3.756 -0.207
64 C -5.128 -2.734 -0.985
65 C -1.580 -4.684 1.530
66 C -2.500 -5.903 1.495
67 H -5.675 -1.959 3.628
68 H -5.767 -2.295 1.910
69 H -4.854 -0.900 2.492
70 H -4.119 -3.856 3.021
71 H -3.201 -2.478 3.633
72 H -4.853 -4.200 0.646
73 H -3.811 -4.498 -0.802
74 H -5.388 -1.861 -0.386
75 H -6.074 -3.177 -1.314
76 H -4.605 -2.403 -1.883
77 H -1.145 -4.529 2.515
78 H -0.754 -4.780 0.827
79 H -3.326 -5.822 2.202
80 H -1.926 -6.787 1.772
81 H -2.916 -6.089 0.506
82 O 1.168 -0.293 2.330
83 Se 0.351 -1.688 1.921
84 O 0.933 -3.076 2.445
85 O 0.331 -1.485 0.256
86 O -1.265 -1.482 2.355

Mulliken atomic charge list, values in e, 2 entries: 2.20 -1.70

Entry 6:
C30H44GeMgNO3P as an isolated structure in a non-equilibrium geometry, computed with ωB97M-V with the def2-TZVPD basis set.

Calculated values
* spin multiplicity: 2
* net charge: +1
* strongest force on any atom: 15.23 eV/Å
* ⟨S²⟩: 0.752

Positions of all 81 atoms, in Å:
1 Mg -0.840 0.216 0.047
2 C -3.501 0.415 1.739
3 C -3.813 0.961 0.332
4 C -4.999 0.172 -0.293
5 C -4.267 2.424 0.475
6 O -2.616 0.997 -0.449
7 Ge -2.248 -0.422 -1.390
8 O -0.648 0.002 -1.935
9 C -0.553 1.050 -2.903
10 C 0.738 0.777 -3.693
11 C -1.716 1.118 -3.933
12 C -0.403 2.407 -2.190
13 O -1.830 -1.518 -0.101
14 C -1.285 -2.784 -0.482
15 C -1.644 -3.756 0.654
16 C 0.251 -2.687 -0.565
17 C -1.850 -3.388 -1.798
18 H -4.397 0.482 2.394
19 H -3.198 -0.649 1.704
20 H -2.679 0.998 2.208
21 H -5.906 0.270 0.342
22 H -5.235 0.562 -1.305
23 H -4.780 -0.915 -0.364
24 H -5.177 2.503 1.109
25 H -3.464 3.036 0.939
26 H -4.494 2.855 -0.524
27 H 0.668 -0.202 -4.216
28 H 0.921 1.570 -4.451
29 H 1.612 0.738 -3.008
30 H -1.828 0.144 -4.457
31 H -2.680 1.384 -3.451
32 H -1.515 1.904 -4.693
33 H 0.450 2.377 -1.478
34 H -0.218 3.219 -2.926
35 H -1.318 2.674 -1.626
36 H -1.245 -3.386 1.623
37 H -2.748 -3.845 0.749
38 H -1.223 -4.768 0.466
39 H 0.666 -2.290 0.387
40 H 0.698 -3.688 -0.752
41 H 0.572 -2.022 -1.390
42 H -2.957 -3.468 -1.747
43 H -1.571 -2.781 -2.685
44 H -1.433 -4.405 -1.969
45 N -0.998 -0.404 1.994
46 C 0.108 -0.400 2.853
47 C -0.013 -0.883 4.159
48 C 1.083 -0.864 5.020
49 C 2.304 -0.359 4.579
50 C 2.430 0.131 3.277
51 C 1.338 0.127 2.395
52 P 1.425 0.743 0.659
53 C 2.652 2.092 0.704
54 C 3.604 2.261 -0.314
55 C 4.514 3.323 -0.286
56 C 4.473 4.251 0.750
57 C 3.512 4.127 1.748
58 C 2.603 3.065 1.717
59 C 2.285 -0.666 -0.124
60 C 3.599 -1.051 0.179
61 C 4.192 -2.147 -0.455
62 C 3.477 -2.879 -1.399
63 C 2.170 -2.516 -1.710
64 C 1.579 -1.419 -1.076
65 H -1.530 -1.363 1.947
66 H -1.875 0.097 2.396
67 H -0.959 -1.280 4.515
68 H 0.986 -1.245 6.033
69 H 3.161 -0.347 5.247
70 H 3.397 0.515 2.963
71 H 3.647 1.571 -1.154
72 H 5.248 3.426 -1.081
73 H 5.177 5.078 0.770
74 H 3.459 4.861 2.548
75 H 1.847 3.009 2.499
76 H 4.184 -0.500 0.911
77 H 5.212 -2.429 -0.206
78 H 3.937 -3.733 -1.889
79 H 1.605 -3.087 -2.442
80 H 0.552 -1.159 -1.328
81 H -0.682 1.773 -0.788

Mulliken atomic charge list, values in e, 2 entries: 3.32 -1.40

Number 1: E -69798.074 eV. Number 2: E -138786.874 eV. Number 3: E -97581.000 eV. Number 4: E -121471.504 eV. Number 5: E -124756.137 eV. Number 6: E -110689.205 eV.